{"formula": "C39H43CsN12S4", "method": "ωB97M-V/def2-TZVPD", "species": ["Cs", "S", "S", "S", "S", "N", "N", "N", "N", "N", "N", "N", "N", "N", "N", "N", "N", "C", "C", "C", "C", "C", "C", "C", "C", "C", "C", "C", "C", "C", "C", "C", "C", "C", "C", "C", "C", "C", "C", "C", "C", "C", "C", "C", "C", "C", "C", "C", "C", "C", "C", "C", "C", "C", "C", "C", "H", "H", "H", "H", "H", "H", "H", "H", "H", "H", "H", "H", "H", "H", "H", "H", "H", "H", "H", "H", "H", "H", "H", "H", "H", "H", "H", "H", "H", "H", "H", "H", "H", "H", "H", "H", "H", "H", "H", "H", "H", "H", "H"], "xyz": [[0.381, 0.048, 0.583], [-1.398, 2.690, 0.361], [2.385, -4.065, -1.241], [-0.829, -3.457, 3.815], [-1.658, -2.693, -3.493], [0.950, 2.584, -1.660], [0.416, -0.107, -3.803], [-2.527, -1.150, 2.765], [-1.782, -0.956, 3.886], [-0.537, -2.987, -0.414], [0.169, -1.305, 5.004], [-0.336, -6.469, 0.181], [3.242, 1.257, 3.037], [-0.180, -4.327, -0.293], [0.900, -6.137, -0.305], [2.026, 1.025, 3.152], [-3.404, -1.279, 0.284], [1.894, -1.414, -5.125], [3.435, -0.181, 1.028], [-0.772, 5.512, -3.204], [5.741, -0.975, 0.604], [1.971, 2.980, -0.700], [0.334, -3.642, -5.067], [3.994, 0.412, 2.168], [-4.964, 0.487, 0.645], [6.233, -0.341, 1.747], [0.692, -1.365, -4.403], [-0.003, 2.076, 3.920], [-1.127, 3.745, -1.007], [1.498, 1.913, -2.840], [1.050, -4.829, -0.615], [-0.027, 3.679, 5.714], [-0.805, -1.858, 4.224], [-2.032, 4.779, -1.297], [-3.410, -0.280, 2.464], [1.346, 0.377, -2.791], [-3.988, -0.394, 1.095], [-0.128, -2.515, -4.360], [-1.873, 5.640, -2.368], [1.377, 1.953, 4.037], [5.350, 0.372, 2.532], [-3.743, -1.286, -1.000], [1.349, 3.531, 5.851], [1.532, -3.682, -5.751], [-4.698, -0.431, -1.540], [-2.381, -5.125, 0.589], [0.146, 4.505, -2.941], [2.336, -2.548, -5.778], [-3.770, 0.913, 3.305], [-0.017, 3.615, -1.882], [-0.945, 0.331, -3.562], [-5.325, 0.461, -0.695], [4.392, -0.907, 0.285], [2.051, 2.678, 5.017], [-0.698, 2.953, 4.742], [-0.978, -5.341, 0.162], [1.615, -6.827, -0.425], [-1.766, 3.078, 4.607], [0.438, -0.350, 4.803], [-0.528, 1.540, 3.138], [6.428, -1.515, -0.042], [-6.062, 1.159, -1.072], [-1.586, 0.021, -4.384], [2.670, 3.716, -1.132], [-0.292, -4.525, -5.022], [-3.201, -1.970, -1.647], [0.945, -1.926, 5.159], [-2.611, 6.414, -2.550], [4.061, -1.455, -0.596], [-4.839, 1.111, 3.253], [2.306, -0.119, -2.919], [1.841, -4.595, -6.248], [-0.626, 6.182, -4.044], [7.283, -0.401, 2.010], [-2.893, 4.876, -0.645], [-0.761, -2.816, -1.416], [-0.960, 1.423, -3.495], [5.687, 0.872, 3.435], [1.880, 4.093, 6.610], [-0.570, 4.362, 6.355], [-3.523, 0.756, 4.355], [0.980, 2.255, -3.735], [2.557, 2.178, -2.964], [-1.395, -2.846, 0.118], [-3.252, 1.805, 2.935], [3.123, 2.562, 5.097], [1.016, 4.398, -3.579], [-2.424, -4.535, 1.508], [-1.377, -0.069, -2.638], [-4.899, -0.456, -2.602], [2.485, -0.505, -5.166], [2.551, 2.115, -0.367], [0.984, 0.131, -1.790], [3.279, -2.539, -6.311], [-5.408, 1.216, 1.306], [1.489, 3.425, 0.172], [-1.723, -0.032, 4.293], [-2.930, -4.586, -0.186], [-2.849, -6.092, 0.756]], "atomic_forces_ev_per_a": [[-0.2, -0.7, 0.4], [-0.4, 0.5, 0.1], [0.0, 0.0, 0.0], [0.0, 0.0, 0.0], [0.1, -0.1, 0.0], [-0.1, 0.0, 0.0], [-0.1, 0.0, 0.1], [0.1, -0.1, 0.0], [0.1, -0.1, 0.1], [0.0, 0.2, -0.1], [0.0, 0.0, 0.0], [0.0, 0.0, 0.0], [0.0, -0.2, 0.2], [-0.1, 0.0, 0.1], [0.0, 0.0, 0.0], [0.0, 0.3, 0.0], [0.1, -0.1, -0.3], [0.0, 0.0, 0.0], [0.1, -0.1, 0.1], [0.0, 0.0, 0.0], [0.1, 0.0, 0.0], [-0.1, 0.0, 0.1], [0.0, 0.0, 0.0], [0.0, 0.3, 0.0], [0.0, -0.1, 0.0], [0.0, 0.0, 0.0], [0.1, 0.1, -0.1], [0.0, 0.1, 0.0], [0.1, -0.1, 0.0], [0.0, 0.0, 0.1], [0.0, 0.0, 0.1], [0.0, 0.0, 0.0], [-0.1, 0.0, 0.0], [0.0, 0.0, 0.0], [0.1, 0.1, 0.0], [-0.1, 0.1, -0.2], [0.0, 0.2, -0.1], [0.0, -0.1, 0.0], [0.0, 0.0, 0.0], [0.0, -0.2, 0.0], [0.1, -0.1, 0.0], [-0.1, -0.1, 0.1], [0.0, 0.0, 0.0], [0.0, 0.0, 0.0], [0.0, 0.0, 0.0], [0.0, 0.0, 0.0], [0.0, 0.0, 0.0], [0.0, 0.0, 0.0], [0.1, 0.0, 0.0], [0.0, 0.0, 0.0], [0.0, 0.0, 0.0], [0.0, 0.0, 0.0], [-0.1, 0.0, 0.0], [0.0, 0.0, 0.0], [0.0, -0.1, 0.0], [0.0, -0.1, 0.0], [0.0, 0.0, 0.0], [0.0, 0.0, 0.0], [0.0, 0.0, 0.0], [0.1, 0.0, -0.1], [0.0, 0.0, 0.0], [0.0, 0.0, 0.0], [0.0, 0.0, 0.0], [0.0, 0.0, 0.0], [0.0, 0.0, 0.0], [0.0, 0.0, 0.0], [0.0, 0.0, 0.0], [0.0, 0.0, 0.0], [0.0, 0.0, 0.0], [0.0, 0.0, 0.0], [0.0, 0.0, 0.0], [0.0, 0.0, 0.0], [0.0, 0.0, 0.0], [0.0, 0.0, 0.0], [0.0, 0.0, 0.0], [-0.1, 0.0, 0.1], [0.0, 0.0, 0.0], [0.0, 0.1, 0.0], [0.0, 0.0, 0.0], [0.0, 0.0, 0.0], [0.0, 0.0, 0.0], [0.0, 0.0, 0.0], [0.0, 0.0, 0.0], [0.1, 0.1, 0.1], [0.0, 0.0, 0.0], [0.0, 0.0, 0.0], [0.0, 0.0, 0.0], [0.0, 0.0, 0.0], [0.0, 0.0, 0.0], [0.0, 0.0, 0.0], [0.0, 0.0, 0.0], [0.0, 0.0, 0.0], [0.2, -0.1, -0.4], [0.0, 0.0, 0.0], [0.0, 0.0, 0.0], [0.0, 0.0, 0.0], [0.1, 0.0, 0.0], [0.0, 0.0, 0.0], [0.0, 0.0, 0.0]], "lowdin_charge": [0.7569, 0.3341, 0.5543, 0.6164, 0.4825, -0.1972, -0.1556, 0.0936, -0.0356, 0.0664, 0.0928, 0.0914, 0.0515, -0.0891, -0.0070, 0.0058, 0.1252, -0.0585, -0.1815, -0.1313, -0.1285, -0.1041, -0.1682, -0.3481, -0.0283, -0.1424, -0.2520, -0.0748, -0.6752, -0.1660, -0.8412, -0.1041, -0.9283, -0.1563, -0.2666, -0.1722, -0.2397, -0.6254, -0.1375, -0.2639, -0.0885, -0.1320, -0.0963, -0.1371, -0.0461, -0.0117, -0.0561, -0.1310, -0.0278, -0.2921, -0.1072, -0.0651, -0.1756, -0.0348, -0.0831, -0.3528, 0.1279, 0.0960, 0.0630, 0.0463, 0.0842, 0.1024, 0.0708, 0.0855, 0.0721, 0.0130, 0.0829, 0.0828, 0.0463, 0.0707, 0.1159, 0.0823, 0.0802, 0.0784, 0.0760, -0.0261, 0.0768, 0.0840, 0.0939, 0.0924, 0.0725, 0.1030, 0.1162, 0.0432, 0.0751, 0.0985, 0.1034, 0.0438, 0.0481, 0.1067, 0.1038, 0.0528, -0.0300, 0.0811, 0.0952, 0.0698, 0.1060, 0.0807, 0.0775], "lumo_ev": 3.4, "total_charge": -2, "orbital_gap_ha": 0.18438, "homo_energy_ev": -1.6650, "total_energy_ha": -3781.86769, "de_lowest_ev": 0.398}

***

{"formula": "C22H32GdI2NO3P2", "method": "ωB97M-V/def2-TZVPD", "species": ["Gd", "I", "I", "P", "P", "O", "O", "O", "N", "C", "C", "C", "C", "C", "C", "C", "C", "C", "C", "C", "C", "C", "C", "C", "C", "C", "C", "C", "C", "C", "C", "H", "H", "H", "H", "H", "H", "H", "H", "H", "H", "H", "H", "H", "H", "H", "H", "H", "H", "H", "H", "H", "H", "H", "H", "H", "H", "H", "H", "H", "H", "H", "H"], "xyz": [[-0.245, -0.134, -2.054], [-0.655, 1.784, -4.878], [0.114, -0.625, -5.999], [2.406, 0.536, -2.584], [-2.941, 0.337, -2.557], [-0.639, -0.694, 0.140], [-0.127, 3.260, -2.275], [-0.651, 1.539, 0.244], [-0.530, -1.790, 2.593], [3.761, 0.686, 2.969], [3.129, -0.076, -4.162], [3.553, -1.616, 2.010], [-0.950, 0.421, 0.765], [1.450, -2.730, 1.696], [1.549, -0.536, 2.808], [-2.580, -1.262, 3.654], [2.825, -2.742, 1.587], [-1.717, 0.319, 2.035], [-3.940, 1.805, -2.065], [3.447, 1.969, -2.067], [-0.129, 2.100, -2.117], [-3.550, -0.375, 4.071], [-1.568, -0.878, 2.764], [3.061, -0.721, -1.425], [2.931, -0.502, 2.580], [-3.580, -0.218, -4.182], [0.814, -1.639, 2.325], [-3.575, 0.894, 3.497], [-2.692, 1.244, 2.460], [-3.635, -0.927, -1.454], [0.924, 0.588, 3.572], [4.530, 1.751, -2.092], [1.578, 0.870, 4.417], [-3.075, -1.163, -4.413], [-3.585, 2.102, -1.069], [2.647, -1.031, -4.395], [2.594, -1.693, -1.575], [2.768, 0.580, -4.958], [-2.521, -2.254, 4.081], [-5.016, 1.554, -2.068], [-4.705, -1.013, -1.664], [3.408, 1.598, 2.480], [4.635, -1.611, 1.900], [2.830, -0.477, -0.392], [3.129, 2.245, -1.054], [-3.130, -1.876, -1.617], [-0.091, 0.396, 3.934], [-4.240, -0.653, 4.882], [0.835, 1.510, 2.971], [-4.678, -0.338, -4.182], [-3.216, 0.496, -4.932], [0.873, -3.575, 1.295], [-2.845, 2.175, 1.917], [4.146, -0.813, -1.528], [-0.888, -2.720, 2.452], [3.343, -3.615, 1.155], [3.190, 2.810, -2.717], [3.717, 0.843, 4.049], [4.227, -0.183, -4.164], [-3.461, -0.670, -0.414], [4.816, 0.559, 2.706], [-3.704, 2.621, -2.755], [-4.368, 1.561, 3.801]], "atomic_forces_ev_per_a": [[0.1, -3.6, 0.9], [-0.4, 1.3, -0.4], [0.4, -1.7, -1.0], [2.2, 0.2, -0.1], [-1.4, 0.7, 0.1], [-0.7, 0.9, 0.9], [0.3, -4.3, 1.5], [-0.8, -1.6, 1.1], [0.6, -0.1, -0.8], [0.2, 0.1, 0.1], [-0.4, 0.1, -0.1], [0.0, -0.1, 0.0], [1.2, 1.1, -2.2], [0.7, -0.8, -0.3], [0.3, 0.9, -0.1], [0.7, -0.3, 0.4], [-0.3, -0.3, -0.3], [-0.1, 0.0, 0.5], [0.3, -0.4, -0.3], [-0.5, 0.0, -0.2], [-0.2, 8.1, -1.1], [0.0, 0.2, 0.2], [-1.2, 0.2, 0.1], [-0.2, -0.2, 0.2], [0.0, -0.3, -0.2], [0.4, 0.2, 0.1], [-1.2, -0.3, 0.6], [0.1, -0.1, -0.3], [0.0, -0.8, -0.3], [0.0, -0.1, 0.0], [0.0, 0.7, 0.5], [-0.6, 0.1, 0.0], [-0.4, -0.2, -0.3], [-0.3, 0.0, 0.0], [-0.3, 0.0, -0.2], [0.3, -0.1, 0.2], [0.1, -0.2, -0.3], [0.5, 0.2, 0.0], [0.0, 0.0, 0.2], [0.5, 0.3, 0.0], [0.1, -0.2, 0.2], [-0.1, -0.1, 0.1], [-0.2, 0.0, 0.0], [0.0, 0.3, 0.2], [0.2, -0.1, -0.1], [-0.1, -0.2, -0.1], [0.5, -0.1, 0.1], [0.3, 0.1, -0.7], [0.1, -0.3, -0.1], [0.5, 0.1, -0.1], [-0.6, -0.2, 0.1], [0.1, 0.5, 0.4], [0.2, -0.2, 0.1], [-0.1, -0.1, 0.0], [0.2, -0.4, 0.1], [-0.4, 0.6, 0.2], [0.3, 0.0, 0.0], [0.0, 0.1, 0.0], [-0.5, 0.1, 0.0], [-0.1, 0.2, 0.2], [-0.2, -0.1, 0.0], [-0.3, 0.0, 0.1], [0.1, 0.3, 0.0]], "mulliken_spin": [4.1323, 0.8254, 1.1423, -0.0512, -0.0219, -0.1133, 0.0372, 0.0074, 0.3758, -0.0042, 0.0608, 0.1986, -0.0775, 0.1072, 0.1203, 0.0773, -0.0294, 0.0722, 0.0021, 0.0083, -0.0219, -0.0465, -0.0203, 0.0879, -0.0148, 0.0386, 0.1090, 0.0963, -0.0331, 0.0192, -0.0149, 0.0014, 0.0058, -0.0021, -0.0018, -0.0130, -0.0119, -0.0001, -0.0024, 0.0042, 0.0030, -0.0022, 0.0002, -0.0405, 0.0019, -0.0045, 0.0009, -0.0003, 0.0131, 0.0010, 0.0030, -0.0070, 0.0037, 0.0048, -0.0207, 0.0016, -0.0008, -0.0015, 0.0008, -0.0107, -0.0018, 0.0044, 0.0024], "lumo_ev": [-5.7, -9.0], "total_charge": 2, "s2": 15.8367, "orbital_gap_ha": [0.20660, 0.19379], "multiplicity": 8, "homo_energy_ev": [-11.3400, -14.2497], "total_energy_ha": -3181.02784, "de_lowest_ev": 4.164}

***

{"formula": "C2H7Br2N5O2Pt", "method": "ωB97M-V/def2-TZVPD", "species": ["Pt", "Br", "Br", "O", "O", "N", "N", "N", "N", "N", "C", "C", "H", "H", "H", "H", "H", "H", "H"], "xyz": [[0.851, 0.200, 0.342], [2.390, 1.160, 2.015], [3.448, -0.254, -0.482], [-1.067, -1.585, -2.775], [0.972, -1.230, -2.171], [-2.949, -0.685, -1.175], [-0.836, 0.766, 1.355], [-0.224, -1.161, -2.039], [-2.012, 0.373, 0.676], [-0.619, -0.489, -0.854], [-1.898, -0.296, -0.503], [4.040, 0.648, 1.101], [-0.832, 1.785, 1.455], [4.591, -0.029, 1.744], [-3.891, -0.509, -0.856], [-2.823, -1.182, -2.051], [4.584, 1.551, 0.845], [-2.904, 0.606, 1.093], [-0.823, 0.332, 2.281]], "atomic_forces_ev_per_a": [[0.1, 0.3, 0.5], [0.1, 0.1, 0.2], [-1.0, -0.1, -0.3], [-0.3, -0.1, -0.1], [-0.3, 0.1, 0.1], [-0.3, 0.0, 0.1], [0.0, -0.1, -0.2], [0.3, 0.0, 0.0], [-0.2, -0.1, -0.2], [1.2, -0.1, -0.2], [0.3, 0.0, 0.0], [0.1, 0.0, 0.0], [0.0, 0.0, 0.0], [0.0, 0.0, 0.0], [0.0, 0.0, 0.1], [0.1, 0.0, 0.0], [0.0, 0.0, 0.0], [0.0, 0.0, 0.0], [0.0, 0.0, 0.0]], "lowdin_charge": [0.7778, 0.7593, 0.8125, 0.1499, 0.0401, 0.2697, -0.0580, -0.3980, 0.0529, -0.0422, -0.3604, -0.8550, 0.1420, 0.0438, 0.1604, 0.1306, 0.0438, 0.1887, 0.1420], "lumo_ev": -9.0, "total_charge": 2, "orbital_gap_ha": 0.32042, "homo_energy_ev": -17.7643, "total_energy_ha": -5771.25239, "de_lowest_ev": 0.429}

***

{"formula": "C6H15N", "method": "ωB97M-V/def2-TZVPD", "species": ["N", "C", "C", "C", "C", "C", "C", "H", "H", "H", "H", "H", "H", "H", "H", "H", "H", "H", "H", "H", "H", "H"], "xyz": [[-2.204, -0.253, 0.906], [-0.847, -0.667, 0.925], [-0.170, 0.416, -0.001], [2.131, 1.469, -0.345], [-0.556, 0.468, -1.452], [-0.654, -2.113, 0.396], [1.366, 0.306, 0.278], [-2.495, 0.230, 1.770], [0.000, -2.055, -0.471], [-1.413, 1.079, -1.718], [2.001, 2.370, 0.230], [0.252, 0.817, -2.095], [1.740, -0.612, -0.162], [-0.401, -0.629, 1.904], [-0.749, -0.527, -1.848], [-0.015, -2.694, 1.078], [1.834, 1.805, -1.333], [1.481, 0.361, 1.345], [-2.515, 0.311, 0.116], [3.200, 1.244, -0.332], [-0.408, 1.340, 0.537], [-1.577, -2.664, 0.272]], "atomic_forces_ev_per_a": [[0.5, 1.7, 1.5], [-0.3, -1.2, -1.1], [1.2, 1.2, 1.0], [0.2, 0.5, 0.3], [-0.2, -0.7, -0.7], [1.4, -0.2, 0.1], [-0.6, 0.2, -1.3], [-0.3, -0.6, -0.2], [-0.6, -0.3, -0.5], [-0.2, 0.2, 0.3], [0.0, 0.3, 0.6], [0.1, 0.2, 0.3], [0.1, -0.4, 0.3], [-0.4, 0.3, 0.5], [-0.2, -0.2, 0.0], [-0.5, 0.3, 0.3], [0.0, -0.6, -0.3], [0.4, -0.4, 0.5], [-0.3, -0.8, -0.5], [-0.1, 0.0, -0.2], [-0.2, 0.3, -0.4], [-0.1, 0.1, -0.4]], "mulliken_spin": [0.7420, 0.0356, 0.0728, 0.0219, -0.0035, 0.0966, 0.0553, -0.0196, -0.0029, -0.0021, -0.0012, 0.0077, -0.0011, -0.0039, 0.0048, 0.0076, -0.0008, 0.0024, -0.0062, 0.0063, 0.0021, -0.0137], "lumo_ev": [-3.2, -8.2], "total_charge": 1, "s2": 0.7544, "orbital_gap_ha": [0.45096, 0.26940], "multiplicity": 2, "homo_energy_ev": [-15.4487, -15.5647], "total_energy_ha": -292.02172, "de_lowest_ev": 1.101}